{"formula": "C24H42BF4IN3O12P2S", "method": "ωB97M-V/def2-TZVPD", "symbols": ["C", "C", "C", "C", "B", "O", "O", "C", "F", "N", "C", "C", "C", "C", "C", "C", "C", "C", "N", "O", "C", "F", "C", "C", "C", "C", "C", "I", "C", "C", "S", "O", "O", "F", "N", "O", "P", "P", "O", "O", "O", "H", "H", "H", "H", "H", "H", "H", "H", "H", "H", "H", "H", "H", "H", "H", "H", "H", "H", "H", "H", "H", "H", "H", "H", "H", "H", "H", "H", "H", "H", "H", "H", "H", "H", "H", "H", "H", "H", "H", "C", "C", "O", "C", "O", "O", "F", "H", "H", "H"], "xyz": [[0.066, 4.311, 2.735], [0.038, 3.427, 1.923], [0.108, 2.394, 0.877], [0.865, 1.061, 1.140], [2.239, 1.523, 1.893], [3.492, 1.450, 1.345], [2.126, 1.941, 3.216], [1.102, 0.501, -0.353], [2.167, 1.252, -0.838], [0.024, 0.820, -1.238], [0.156, 1.739, -2.349], [-1.227, 1.898, -3.009], [-1.699, 0.663, -3.784], [-0.762, 0.241, -4.933], [1.551, -0.986, -0.414], [2.971, -1.186, 0.152], [3.607, -2.566, -0.061], [4.975, -2.594, 0.609], [4.991, -2.766, 2.023], [5.987, -2.486, -0.025], [1.494, -1.613, -1.818], [0.167, -1.653, -2.296], [2.338, -1.109, -2.992], [3.757, -0.572, -2.829], [0.595, -1.868, 0.470], [-0.382, -1.230, 1.456], [-0.785, -2.372, 2.462], [0.695, -3.205, 3.819], [-1.321, -3.638, 1.722], [-2.285, -4.434, 2.624], [-2.016, -0.794, 0.656], [-2.136, -1.481, -0.575], [-2.215, 0.615, 0.688], [-3.068, -1.402, 1.628], [0.204, 0.056, 2.105], [1.320, -0.463, 2.814], [-1.155, 0.652, 3.302], [-0.368, 1.335, 5.215], [-1.658, 1.492, 5.897], [0.509, 2.651, 5.234], [0.497, 0.142, 5.823], [-0.030, 4.971, 3.565], [-0.900, 2.251, 0.499], [0.663, 2.865, 0.062], [3.952, 2.289, 1.225], [2.403, 2.865, 3.284], [-0.651, 0.095, -1.405], [0.863, 1.446, -3.130], [0.445, 2.747, -2.041], [-1.944, 2.180, -2.237], [-1.176, 2.743, -3.700], [-1.914, -0.159, -3.094], [-2.657, 0.924, -4.228], [0.020, 0.982, -5.099], [-1.334, 0.157, -5.855], [-0.313, -0.729, -4.731], [2.974, -1.027, 1.232], [3.659, -0.436, -0.225], [3.711, -2.873, -1.097], [3.005, -3.344, 0.431], [4.102, -3.120, 2.359], [5.181, -1.876, 2.474], [1.688, -2.680, -1.680], [1.741, -0.374, -3.533], [2.394, -1.948, -3.690], [4.112, -0.258, -3.811], [3.858, 0.284, -2.167], [4.466, -1.331, -2.495], [1.228, -2.510, 1.082], [0.061, -2.557, -0.179], [-1.574, -2.078, 3.142], [-0.497, -4.296, 1.451], [-1.861, -3.408, 0.806], [-2.891, -5.060, 1.967], [-1.764, -5.113, 3.294], [-2.970, -3.773, 3.154], [1.148, -0.445, 3.776], [-1.615, 1.887, 2.814], [1.309, 2.528, 5.767], [-0.008, -0.248, 6.557], [-6.480, 2.278, -2.712], [-5.400, 3.111, -2.059], [-4.292, 2.901, -2.915], [-4.789, 2.633, -4.163], [-4.150, 2.658, -5.158], [-6.108, 2.345, -4.091], [-5.087, 2.666, -0.815], [-6.439, 1.242, -2.371], [-7.481, 2.671, -2.564], [-5.619, 4.179, -2.009]], "energy_ev": -103662.176, "multiplicity": 1, "homo_ev": -11.5, "fmax_ev_per_a": 1.4, "total_charge": 1, "gap_ev": 8.3, "lumo_energy_ev": -3.2}


{"formula": "C24H42Br18HgN2O2", "method": "ωB97M-V/def2-TZVPD", "symbols": ["Hg", "C", "C", "C", "C", "C", "C", "N", "O", "C", "C", "C", "H", "H", "H", "H", "H", "H", "H", "H", "H", "H", "H", "H", "H", "H", "H", "H", "H", "H", "C", "C", "C", "C", "C", "C", "N", "O", "C", "C", "C", "H", "H", "H", "H", "H", "H", "H", "H", "H", "H", "H", "H", "H", "H", "H", "H", "H", "H", "C", "Br", "Br", "Br", "H", "C", "Br", "Br", "Br", "H", "C", "Br", "Br", "Br", "H", "C", "Br", "Br", "Br", "H", "C", "Br", "Br", "Br", "H", "C", "Br", "Br", "Br", "H"], "xyz": [[2.919, -5.589, 0.620], [3.138, -7.508, -3.187], [3.649, -6.704, -1.953], [4.675, -5.665, -2.447], [4.068, -4.486, -3.284], [3.125, -3.793, -2.331], [1.973, -4.733, -1.760], [2.609, -5.954, -1.158], [1.753, -6.816, -0.281], [1.027, -4.989, -2.938], [1.180, -3.827, -0.775], [4.525, -7.602, -1.097], [3.739, -8.402, -3.352], [3.182, -6.938, -4.115], [2.141, -7.782, -2.843], [5.353, -6.047, -3.211], [5.295, -5.195, -1.684], [3.513, -4.873, -4.139], [4.824, -3.822, -3.703], [2.796, -2.871, -2.812], [3.707, -3.411, -1.492], [0.729, -4.095, -3.486], [0.137, -5.599, -2.782], [1.531, -5.562, -3.716], [0.327, -4.385, -0.387], [0.807, -2.909, -1.229], [1.811, -3.514, 0.057], [4.044, -8.312, -0.424], [4.977, -7.026, -0.289], [5.350, -8.056, -1.645], [2.070, -4.609, 4.163], [1.914, -4.427, 2.636], [1.011, -3.198, 2.289], [1.778, -1.888, 2.294], [2.964, -2.019, 1.371], [4.003, -3.214, 1.703], [3.218, -4.463, 1.887], [3.984, -5.671, 2.203], [4.844, -2.837, 3.004], [4.854, -3.188, 0.524], [0.911, -5.560, 2.124], [2.323, -3.623, 4.553], [2.765, -5.330, 4.593], [1.149, -4.770, 4.725], [0.194, -3.180, 3.009], [0.481, -3.244, 1.337], [2.145, -1.499, 3.244], [1.023, -1.166, 1.981], [3.538, -1.096, 1.293], [2.526, -2.160, 0.383], [5.571, -3.586, 3.319], [4.275, -2.590, 3.900], [5.540, -2.014, 2.841], [5.602, -3.980, 0.572], [5.442, -2.275, 0.437], [4.348, -3.453, -0.404], [-0.075, -5.300, 2.507], [1.182, -6.590, 2.357], [0.694, -5.582, 1.056], [4.671, -5.645, -5.563], [2.659, -5.907, -5.807], [5.436, -4.597, -7.205], [5.411, -7.478, -5.363], [4.851, -5.056, -4.663], [-0.963, -5.787, -4.910], [-2.417, -7.172, -5.127], [-1.715, -3.953, -4.984], [0.582, -6.023, -6.251], [-0.568, -5.882, -3.899], [1.659, -2.583, -5.850], [1.282, -0.781, -6.683], [0.544, -2.750, -4.239], [3.583, -2.782, -5.390], [1.397, -3.433, -6.481], [2.064, -9.533, -0.682], [1.803, -8.803, 1.205], [1.059, -11.144, -0.942], [3.973, -9.933, -1.032], [1.748, -8.849, -1.469], [5.722, -2.128, -3.074], [7.646, -1.731, -3.339], [4.631, -0.821, -4.056], [5.171, -2.081, -1.166], [5.683, -3.132, -3.498], [-1.463, -6.893, -1.620], [0.125, -7.839, -2.517], [-2.490, -5.631, -2.681], [-0.783, -5.933, -0.013], [-2.103, -7.703, -1.270]], "energy_ev": -1297542.000, "multiplicity": 1, "homo_ev": -6.9, "fmax_ev_per_a": 13.6, "gap_ev": 5.5, "lumo_energy_ev": -1.4, "de_lowest_kcal_mol": 808.1}


{"formula": "C24H42Cl3EuN4O3Si", "method": "ωB97M-V/def2-TZVPD", "symbols": ["C", "C", "H", "H", "H", "C", "C", "H", "H", "H", "H", "Eu", "Cl", "Cl", "H", "H", "C", "C", "N", "H", "C", "O", "H", "H", "H", "H", "H", "H", "C", "C", "N", "H", "C", "O", "H", "H", "H", "H", "O", "C", "C", "C", "H", "C", "H", "C", "H", "C", "C", "H", "H", "H", "Si", "Cl", "C", "C", "C", "H", "H", "H", "H", "H", "H", "H", "H", "H", "C", "N", "C", "C", "N", "C", "H", "H", "H", "H", "H", "H"], "xyz": [[1.929, 3.526, 0.333], [0.534, 3.666, -0.201], [2.603, 4.321, -0.017], [2.352, 2.537, 0.080], [1.884, 3.588, 1.432], [0.112, 4.654, -1.006], [0.958, 5.741, -1.586], [-0.940, 4.717, -1.293], [2.027, 5.587, -1.415], [0.707, 6.724, -1.167], [0.786, 5.830, -2.668], [-0.081, -0.826, 0.098], [-0.229, -0.467, 2.764], [2.310, -1.538, -0.609], [-1.349, -6.371, 1.759], [0.220, -5.890, 3.818], [-0.674, -5.750, 1.168], [0.843, -5.321, 3.115], [0.011, -4.800, 2.036], [-1.227, -5.185, 0.417], [0.016, -3.519, 1.678], [-0.484, -3.129, 0.589], [1.313, -4.466, 3.620], [0.456, -2.786, 2.381], [0.040, -6.422, 0.686], [1.610, -5.995, 2.704], [1.444, 1.772, -2.174], [-0.713, 2.925, -3.443], [1.355, 1.015, -2.972], [-0.539, 2.076, -4.121], [-0.034, 0.923, -3.399], [1.733, 0.058, -2.590], [-0.861, -0.067, -3.023], [-0.523, -1.061, -2.347], [-1.480, 1.803, -4.610], [-1.908, 0.086, -3.365], [1.945, 1.342, -3.839], [0.200, 2.359, -4.879], [-0.056, 1.392, -0.428], [-0.409, 2.538, 0.234], [-2.630, 2.775, -1.082], [-1.902, 2.896, 0.108], [-2.165, 2.272, -1.938], [-3.942, 3.263, -1.152], [-0.215, 2.353, 1.311], [-2.515, 3.460, 1.229], [-4.483, 3.212, -2.103], [-4.558, 3.774, -0.007], [-3.846, 3.870, 1.191], [-1.940, 3.570, 2.152], [-5.599, 4.086, -0.052], [-4.334, 4.250, 2.090], [5.263, -1.869, 0.804], [4.907, 0.145, 0.408], [5.121, -2.900, -0.759], [4.382, -2.357, 2.400], [7.144, -2.046, 1.086], [4.208, -2.702, -1.342], [5.157, -3.981, -0.551], [5.997, -2.653, -1.380], [7.673, -1.794, 0.153], [7.464, -3.060, 1.390], [7.528, -1.359, 1.846], [3.289, -2.157, 2.450], [4.855, -1.783, 3.214], [4.535, -3.437, 2.614], [-5.679, -1.752, 1.819], [-4.677, -1.195, 0.912], [-4.950, -0.671, -0.339], [-3.741, -0.335, -0.896], [-2.732, -0.660, -0.006], [-3.325, -1.153, 1.083], [-6.429, -1.001, 2.102], [-6.218, -2.584, 1.343], [-5.180, -2.119, 2.723], [-5.946, -0.591, -0.722], [-3.571, 0.116, -1.862], [-2.826, -1.470, 2.000]], "energy_ev": -102454.224, "multiplicity": 8, "homo_ev": [-1.7, -4.7], "fmax_ev_per_a": 2.7, "total_charge": -1, "gap_ev": [4.1, 7.1], "lumo_energy_ev": [2.4, 2.4], "de_lowest_kcal_mol": 7.3}


- What is the formula in the third record?
  C24H42Cl3EuN4O3Si